Formula: C7H8O
Source: the OMol25 dataset
Level of theory: ωB97M-V/def2-TZVPD

Element x y z (Å)
O: 2.60401 0.34828 -0.49266
C: 1.74474 -0.19299 0.41103
C: 0.47142 0.56078 0.57350
C: -0.41795 1.56604 -0.03998
C: -1.61937 0.92005 -0.29579
C: -1.80856 -0.45273 -0.07813
C: -0.74030 -1.43972 -0.02379
C: 0.48249 -0.79803 -0.23145
H: 3.32999 -0.25239 -0.75397
H: 2.11002 -0.51855 1.37431
H: -0.11949 0.17648 1.47062
H: -0.42590 2.64270 0.07450
H: -2.51635 1.45598 -0.53953
H: -2.76706 -0.89448 0.07119
H: -0.83087 -2.53495 -0.16436
H: 0.50319 -0.58647 -1.35548

Calculated values
HOMO-LUMO gap: 8.67 eV
SMILES: OC1[C@H]2C=CC=C[C@H]12
energy relative to the best compared isomer or geometry (same formula, charge and spin): 453.7 kJ/mol
HOMO level: -0.2994 Eh